1.
The following is a quantum chemistry calculation of one molecule with the formula C29H35BrN2O6, from OMol25.

Cartesian coordinates (Å):
C1 -2.96299 -2.47110 2.32273
C2 -3.06461 -0.95581 2.26866
O1 -2.31137 -0.50285 1.16399
C3 -2.09518 0.88777 1.09190
O2 -0.95269 1.07559 0.31449
C4 -1.14578 0.93082 -1.03909
C5 0.12686 0.80286 -1.82955
O3 0.35610 1.55349 -2.76190
N1 0.95047 -0.20274 -1.47833
C6 0.75079 -1.16385 -0.42110
C7 1.77775 -0.91956 0.68557
N2 3.11251 -1.03277 0.12703
C8 4.15084 -0.94942 1.13990
C9 5.48815 -1.35111 0.57564
C10 5.58498 -2.50901 -0.18254
C11 6.79191 -2.93453 -0.72860
C12 7.89771 -2.15853 -0.47884
C13 7.80987 -0.99420 0.28391
C14 6.61873 -0.56765 0.81767
O4 9.04876 -0.41525 0.37507
C15 9.92018 -1.25118 -0.35555
O5 9.19484 -2.33936 -0.88515
C16 3.30341 -0.04549 -0.92199
C17 2.28363 -0.27550 -2.03574
C18 -2.33264 0.96569 -1.63618
C19 -3.61478 1.13187 -0.87883
C20 -4.42225 -0.14649 -0.81063
C21 -3.88917 -1.37635 -1.17270
C22 -4.63892 -2.53363 -1.06310
C23 -5.93514 -2.45772 -0.58594
Br1 -6.96686 -4.05252 -0.40851
C24 -6.49516 -1.24292 -0.23174
C25 -5.73427 -0.09508 -0.35050
C26 -3.30357 1.66313 0.53550
C27 -2.99031 3.16235 0.54222
C28 -4.22494 4.03755 0.33573
C29 -3.87228 5.52462 0.42943
O6 -2.89791 5.92351 -0.49981
H1 -1.92480 -2.77047 2.43523
H2 -3.34988 -2.89631 1.40134
H3 -3.53961 -2.84936 3.16175
H4 -2.66876 -0.50787 3.19283
H5 -4.11674 -0.65388 2.16207
H6 -1.83278 1.27066 2.09466
H7 -0.25945 -1.10905 -0.02052
H8 0.91600 -2.16341 -0.84035
H9 1.65828 -1.67474 1.46595
H10 1.59367 0.07578 1.12707
H11 3.88275 -1.64433 1.94312
H12 4.21753 0.06195 1.57790
H13 4.68937 -3.08315 -0.35728
H14 6.86332 -3.83218 -1.31919
H15 6.56614 0.33705 1.40071
H16 10.71498 -1.62611 0.30946
H17 10.37782 -0.67756 -1.17786
H18 4.31424 -0.15392 -1.31954
H19 3.18579 0.98222 -0.53332
H20 2.37131 0.48853 -2.80898
H21 2.43605 -1.26629 -2.47462
H22 -2.38429 0.85864 -2.70708
H23 -4.23139 1.87446 -1.39805
H24 -2.87334 -1.43410 -1.53115
H25 -4.21800 -3.48735 -1.34349
H26 -7.51074 -1.19550 0.13047
H27 -6.17185 0.85587 -0.08033
H28 -4.15411 1.47476 1.19853
H29 -2.25220 3.38706 -0.22944
H30 -2.54305 3.42151 1.50522
H31 -4.66853 3.84345 -0.64452
H32 -4.97596 3.81188 1.09579
H33 -4.78815 6.12362 0.30876
H34 -3.44340 5.74726 1.40940
H35 -3.19690 5.69624 -1.38766

SMILES string   CCO[C@H]1OC(C(=O)N2CCN(Cc3ccc4c(c3)OCO4)CC2)=C[C@@H](c2ccc(Br)cc2)[C@@H]1CCCO
E_HOMO   -8.0 eV
Total energy   -4261.01114 a.u.
Orbital gap   0.3175 Ha
Maximum force   1.265 eV/A

=====

2.
The following is a quantum chemistry calculation of C29H35CaFN5O8Si as an isolated structure, from OMol25.

Cartesian coordinates (Å):
Ca1 -2.17157 1.72505 2.17941
C1 -3.68932 1.44846 4.80989
C2 -3.23269 2.77365 4.51427
C3 -2.26864 3.15993 5.49886
C4 -2.13130 2.09440 6.39131
C5 -3.02377 1.02470 5.97126
H1 -4.45370 0.88704 4.26696
H2 -3.62851 3.41914 3.73159
H3 -1.73078 4.10470 5.53640
H4 -1.46308 2.07525 7.25125
H5 -3.18123 0.06878 6.47852
C6 -1.39596 -2.46590 -4.25099
C7 -1.29083 -3.16052 -2.90003
N1 -1.06639 -2.21676 -1.79983
C8 -2.11674 -1.86269 -0.98793
C9 -2.07648 -0.94789 -0.00257
C10 -3.27859 -0.86290 0.96708
O1 -4.32296 -1.42788 0.59507
O2 -2.98257 -0.29961 2.07783
C11 -0.84118 -0.21808 0.16374
O3 -0.67142 0.72633 0.89223
C12 0.33784 -0.71211 -0.59290
C13 1.55893 -0.16623 -0.29424
C14 2.65465 -0.61137 -0.96634
F1 3.86828 -0.16281 -0.64046
C15 2.54969 -1.56620 -1.97586
C16 1.33682 -2.09247 -2.28087
C17 0.19628 -1.68952 -1.56731
N2 3.70330 -2.05075 -2.68137
C18 4.26122 -3.24355 -2.04860
C19 5.18123 -3.94852 -3.00006
N3 6.26265 -2.95513 -3.42856
C20 5.64935 -1.71802 -4.08795
C21 4.74812 -1.08489 -3.05562
H6 -1.56346 -3.20130 -5.04872
H7 -0.48454 -1.89814 -4.48852
H8 -2.23373 -1.75921 -4.24795
H9 -0.50093 -3.90656 -2.90199
H10 -2.20528 -3.68802 -2.66925
H11 -3.05566 -2.38594 -1.15387
H12 1.63939 0.60808 0.48558
H13 1.27949 -2.80726 -3.10305
H14 3.47082 -3.92986 -1.77298
H15 4.80639 -2.99013 -1.12857
H16 4.65716 -4.23066 -3.90444
H17 5.66929 -4.80942 -2.56298
H18 6.94710 -3.39232 -4.02019
H19 6.74719 -2.64579 -2.60123
H20 5.09474 -2.07384 -4.95057
H21 6.46271 -1.07040 -4.39822
H22 4.30828 -0.18284 -3.47104
H23 5.36160 -0.77353 -2.20020
O4 3.61726 1.02031 2.47539
C22 3.01798 0.13873 3.25041
O5 3.59271 -0.87375 3.63959
C23 1.57634 0.36216 3.58713
C24 0.86647 -0.53637 4.34785
N4 -0.39355 -0.08533 4.40920
N5 -0.58179 1.06269 3.76327
C25 0.61262 1.38916 3.27238
C26 0.66380 2.64210 2.40485
O6 1.81631 2.95209 1.92832
O7 -0.42312 3.24736 2.19744
H24 2.98109 1.82411 2.19548
H25 1.19211 -1.45378 4.83267
H26 -1.20502 -0.42073 4.92013
C27 -3.77461 4.93499 -0.83177
Si1 -3.82224 3.08823 -0.71968
C28 -5.49097 2.56171 -1.34056
C29 -2.60458 2.45632 -2.00555
O8 -3.47948 2.53751 0.74719
H27 -3.95643 5.29694 -1.86336
H28 -2.78385 5.30358 -0.49284
H29 -4.54263 5.36953 -0.16362
H30 -5.60825 2.77621 -2.42468
H31 -6.30093 3.08250 -0.78753
H32 -5.61487 1.46875 -1.17407
H33 -2.69548 3.00385 -2.96639
H34 -2.78572 1.37240 -2.19795
H35 -1.56439 2.57223 -1.62931

E_HOMO   -2.5 eV
Charge   -1
Total energy   -3068.95910 a.u.
Orbital gap   0.0727 Ha
Maximum force   2.446 eV/A

=====

3.
The following is a quantum chemistry calculation of C29H35Cl4F6MnN7O4P as an isolated structure, from OMol25.

Cartesian coordinates (Å):
Mn1 1.65945 1.38401 0.91381
P1 -1.52285 -0.23731 -0.33511
F1 -2.73643 -1.06027 -0.96518
F2 -2.45163 1.01482 -0.00389
F3 -1.78689 -0.84513 1.13455
F4 -0.22139 0.62403 0.31634
F5 -0.49385 -1.44492 -0.64164
F6 -1.15414 0.42038 -1.76408
N1 0.62601 -3.20862 -3.20446
C1 1.14333 -3.22718 -1.98541
C2 2.50714 -3.20376 -1.72273
C3 3.38417 -3.11906 -2.78951
C4 2.84676 -3.04692 -4.06752
C5 1.47034 -3.12779 -4.22477
H1 0.45338 -3.28019 -1.14841
H2 2.88939 -3.26239 -0.71033
H3 4.45261 -3.03534 -2.63609
H4 3.48643 -2.90951 -4.93076
H5 1.04797 -3.04491 -5.21975
N2 2.34968 -0.64618 1.28068
C6 3.63284 -0.93606 1.07280
C7 4.14707 -2.19262 1.29684
C8 3.29572 -3.20411 1.70991
C9 1.96504 -2.89813 1.93212
C10 1.53291 -1.61428 1.69654
H6 4.30543 -0.15209 0.74043
H7 5.18944 -2.41671 1.11063
H8 3.69296 -4.19714 1.86745
H9 1.29412 -3.64239 2.34124
H10 0.49117 -1.34192 1.81622
N3 1.12707 1.59646 2.98962
C11 -0.17099 1.73818 3.27376
C12 -0.65659 1.73798 4.55786
C13 0.22698 1.56450 5.61111
C14 1.57235 1.42098 5.32138
C15 1.97270 1.46540 4.00432
H11 -0.83917 1.83973 2.42563
H12 -1.71339 1.89294 4.73029
H13 -0.15481 1.53974 6.62284
H14 2.34192 1.31399 6.07369
H15 3.02581 1.40104 3.75204
N4 0.68697 3.29370 0.48836
C16 -0.06170 3.53272 -0.59195
C17 -0.45145 4.79204 -0.98953
C18 -0.06129 5.87899 -0.23649
C19 0.69491 5.64679 0.90932
C20 1.02286 4.35296 1.22717
H16 -0.36777 2.67738 -1.18440
H17 -1.06590 4.88151 -1.87377
H18 -0.28379 6.89837 -0.52392
H19 1.02241 6.45757 1.54268
H20 1.58110 4.14377 2.13614
N5 2.30446 1.28907 -1.14738
C21 1.95780 0.26722 -1.93113
C22 2.10050 0.28492 -3.29675
C23 2.61926 1.41354 -3.90997
C24 2.99902 2.47502 -3.10448
C25 2.86170 2.35769 -1.74665
H21 1.54548 -0.59644 -1.42211
H22 1.80347 -0.58502 -3.86380
H23 2.64379 1.48525 -4.98857
H24 3.42325 3.37133 -3.53581
H25 3.12959 3.17275 -1.08093
C26 -2.35597 -3.89387 0.30607
N6 -1.84009 -3.93085 1.69806
O1 -0.67656 -4.26627 1.86746
O2 -2.60567 -3.61910 2.58034
H26 -3.05142 -3.06474 0.28359
H27 -2.92044 -4.81118 0.15084
H28 -1.53585 -3.79775 -0.38833
C27 -5.05396 0.21149 2.70197
N7 -4.21211 1.38442 3.02319
O3 -3.97323 1.59644 4.20010
O4 -3.82239 2.06261 2.10125
H29 -4.95287 -0.50311 3.51030
H30 -4.73979 -0.17999 1.74294
H31 -6.08815 0.54581 2.65621
C28 -1.85667 -1.07912 -4.32296
Cl1 -2.59315 -2.51573 -4.99710
Cl2 -0.53280 -0.49279 -5.37172
H32 -2.59421 -0.28920 -4.28123
H33 -1.42791 -1.29250 -3.35592
C29 -5.37976 0.11017 -1.38473
Cl3 -6.01827 -0.71320 -2.80085
Cl4 -6.40314 1.46882 -0.88038
H34 -5.30017 -0.58464 -0.55886
H35 -4.39812 0.50388 -1.59870

Multiplicity   6
E_HOMO (spin up / spin down)   -11.7 / -11.8 eV
Charge   +1
Total energy   -5742.57635 a.u.
Orbital gap (spin up / spin down)   0.3369 / 0.3171 Ha
Maximum force   0.903 eV/A